Here is a cluster of 2 separate species, C7H18 in total in a non-equilibrium geometry from the OMol25 dataset. Energies are from ωB97M-V/def2-TZVPD.

CARTESIAN COORDINATES (ANGSTROEM)
C -0.15 1.48 -1.09
C 1.16 0.78 -0.77
C 1.70 0.10 -2.06
C 2.27 1.70 -0.27
H -0.06 2.06 -2.00
H -0.50 2.06 -0.23
H -0.95 0.74 -1.20
H 1.05 0.06 0.05
H 2.47 -0.63 -1.81
H 0.90 -0.45 -2.57
H 2.05 0.86 -2.75
H 3.14 1.20 0.15
H 2.58 2.43 -1.03
H 1.86 2.33 0.53
C -0.96 -2.42 1.03
C -1.87 -1.21 0.89
C -2.11 -0.40 2.18
H -0.30 -2.21 1.90
H -0.32 -2.55 0.16
H -1.48 -3.36 1.21
H -1.51 -0.48 0.18
H -2.79 -1.64 0.45
H -2.46 -1.11 2.92
H -1.15 0.05 2.45
H -2.71 0.49 2.01

Results
E_HOMO: -11.036 eV
SMILES string: CC(C)C.CCC
ΔE to the lowest compared entry with this formula, charge and spin: 43.6 kJ/mol
Frontier orbital gap: 12.06 eV
Charge: 0
Spin multiplicity: 1

Here is a structure of composition C10H21FeN2 in a non-equilibrium geometry from the OMol25 dataset. Energies are from ωB97M-V/def2-TZVPD.

CARTESIAN COORDINATES (ANGSTROEM)
C 0.98 0.05 -3.71
Fe 0.04 -1.21 -2.49
N -0.21 -2.55 -0.96
H 1.37 -1.98 -2.80
H 0.55 -2.84 -0.32
H -1.13 -2.13 -2.75
H 1.15 -0.69 -4.48
H 1.79 0.60 -3.25
H 0.08 0.56 -3.96
H -1.01 -2.26 -0.38
H -0.51 -3.41 -1.46
C 0.67 -1.34 2.58
N 0.71 0.13 2.30
C 1.64 0.81 3.23
C 1.02 0.46 0.80
C -0.22 0.93 0.08
C -0.92 2.01 0.68
C -2.14 2.45 0.17
C -2.65 1.83 -0.98
C -1.92 0.79 -1.59
C -0.71 0.34 -1.10
H 1.62 -1.78 2.27
H -0.16 -1.79 2.02
H 0.51 -1.48 3.65
H -0.23 0.49 2.51
H 2.66 0.47 3.04
H 1.57 1.89 3.07
H 1.34 0.57 4.26
H 1.79 1.24 0.85
H 1.48 -0.43 0.37
H -0.51 2.49 1.58
H -2.68 3.27 0.65
H -3.60 2.17 -1.40
H -2.34 0.33 -2.50

Results
E_HOMO (alpha / beta): 0.599 / -3.918 eV
Frontier orbital gap (alpha / beta): 2.05 / 6.78 eV
Charge: -1
Spin multiplicity: 5

Here is a structure of composition C9H16IrN6Se4Te from the OMol25 dataset. Energies are from ωB97M-V/def2-TZVPD.

CARTESIAN COORDINATES (ANGSTROEM)
Ir 0.36 -0.10 -0.49
N 1.12 2.01 0.24
C 1.69 1.80 1.59
C 0.95 0.67 2.27
N 0.98 -0.57 1.44
C 2.30 -1.27 1.45
C 3.12 -0.91 0.22
N 2.24 -0.91 -0.97
H 0.31 2.61 0.31
H 1.78 2.50 -0.36
H 2.75 1.55 1.48
H 1.64 2.70 2.20
H 1.36 0.47 3.26
H -0.10 0.94 2.40
H 0.30 -1.21 1.83
H 2.84 -1.03 2.36
H 2.09 -2.34 1.45
H 3.56 0.08 0.30
H 3.94 -1.62 0.10
H 2.73 -0.50 -1.76
H 2.03 -1.87 -1.24
Se -2.18 -2.66 -0.91
Se -2.75 -4.77 -1.04
Te -0.65 -6.06 -0.76
Se 0.88 -4.33 -0.40
Se -1.02 1.12 -3.97
N -2.60 1.72 -3.54
C -2.83 1.44 -2.26
C -3.95 1.80 -1.44
C -3.86 1.50 -0.12
C -2.70 0.86 0.43
N -1.69 0.47 -0.30
C -1.78 0.74 -1.63
N -0.71 0.43 -2.34
H -4.80 2.31 -1.87
H -4.66 1.75 0.56
H -2.66 0.68 1.50

Results
E_HOMO (alpha / beta): -13.037 / -13.028 eV
ΔE to the lowest compared entry with this formula, charge and spin: 349.2 kJ/mol
Frontier orbital gap (alpha / beta): 5.29 / 5.28 eV
Charge: +2
Spin multiplicity: 2

Here is a structure of composition C6H7O2 in a non-equilibrium geometry from the OMol25 dataset. Energies are from ωB97M-V/def2-TZVPD.

CARTESIAN COORDINATES (ANGSTROEM)
C 2.05 -1.00 -0.05
C 0.73 -1.37 -0.21
C 2.36 0.38 0.06
C 1.35 1.24 0.04
C -0.22 -0.37 -0.11
C -2.88 0.36 -0.02
O 0.09 0.84 0.02
O -2.04 -0.69 0.22
H 2.79 -1.88 -0.02
H 0.43 -2.53 -0.20
H 3.34 0.94 0.25
H 1.57 2.28 0.12
H -3.26 0.48 -1.12
H -2.48 1.22 0.49
H -3.82 0.12 0.51

Results
E_HOMO: -14.496 eV
ΔE to the lowest compared entry with this formula, charge and spin: 297.3 kJ/mol
Frontier orbital gap: 8.79 eV
Charge: +1
Spin multiplicity: 1

Here is an isolated molecule of C5H7NO in a non-equilibrium geometry from the OMol25 dataset. Energies are from ωB97M-V/def2-TZVPD.

CARTESIAN COORDINATES (ANGSTROEM)
N 1.86 -1.65 1.30
C 1.64 -1.08 0.31
C 1.14 -0.24 -0.77
C -0.18 0.42 -0.32
O -0.40 1.66 -0.93
C -1.39 -0.41 -0.12
C -0.70 0.18 1.08
H 1.00 -0.83 -1.68
H 1.88 0.54 -0.99
H 0.09 2.33 -0.45
H -2.34 0.03 -0.43
H -1.31 -1.48 -0.29
H -0.13 -0.49 1.73
H -1.17 1.02 1.57

Results
E_HOMO: -10.487 eV
SMILES string: N#CCC1(O)CC1
ΔE to the lowest compared entry with this formula, charge and spin: 149.7 kJ/mol
Frontier orbital gap: 11.17 eV
Charge: 0
Spin multiplicity: 1

Here is a structure of composition C22H28BrN7O5P2PdTe from the OMol25 dataset. Energies are from ωB97M-V/def2-TZVPD.

CARTESIAN COORDINATES (ANGSTROEM)
Pd 0.12 -0.12 -0.19
C 5.23 1.65 -0.10
N 3.93 1.28 -0.65
C 3.57 1.42 -1.96
C 2.29 0.97 -2.07
N 1.88 0.56 -0.83
C 2.89 0.76 0.02
P 2.95 0.35 1.80
C 2.12 -1.27 1.62
N 1.13 -1.53 0.77
C 0.82 -2.86 0.88
C 1.65 -3.41 1.82
N 2.46 -2.40 2.27
C 3.51 -2.58 3.26
C 1.59 1.36 2.45
N 0.37 1.42 1.95
C -0.32 2.30 2.72
C 0.50 2.78 3.71
N 1.71 2.18 3.54
C 2.90 2.45 4.34
H 5.86 2.00 -0.91
H 5.70 0.79 0.37
H 5.12 2.45 0.63
H 4.24 1.82 -2.70
H 1.65 0.91 -2.93
H 0.06 -3.33 0.28
H 1.74 -4.42 2.18
H 4.25 -3.29 2.89
H 3.08 -2.95 4.19
H 4.00 -1.62 3.45
H -1.35 2.54 2.54
H 0.33 3.48 4.51
H 3.37 3.38 4.02
H 3.61 1.63 4.23
H 2.61 2.53 5.38
C 0.55 -1.12 -5.21
C -0.74 -0.99 -4.46
O -0.48 -0.22 -3.23
P -1.47 0.82 -2.62
O -0.89 1.36 -1.34
Te -3.56 -0.42 -2.22
O -1.70 1.82 -3.79
C -2.46 3.07 -3.79
C -3.82 2.94 -3.17
H 0.39 -1.72 -6.10
H 1.31 -1.61 -4.60
H 0.92 -0.14 -5.53
H -1.13 -1.95 -4.14
H -1.50 -0.46 -5.04
H -2.51 3.33 -4.84
H -1.85 3.81 -3.27
H -4.43 2.20 -3.71
H -4.34 3.89 -3.25
H -3.77 2.68 -2.11
Br -5.31 -1.86 4.71
C -4.93 -2.22 2.91
C -5.78 -3.06 2.17
N -5.57 -3.36 0.90
C -4.51 -2.85 0.30
C -3.62 -1.99 0.94
C -3.83 -1.68 2.29
C -2.46 -1.43 0.24
O -1.56 -0.84 0.84
O -2.38 -1.59 -1.08
H -6.65 -3.49 2.64
H -4.35 -3.14 -0.73
H -3.15 -1.02 2.81

Results
E_HOMO: -13.856 eV
ΔE to the lowest compared entry with this formula, charge and spin: 15.8 kJ/mol
Frontier orbital gap: 7.59 eV
Charge: +2
Spin multiplicity: 1

Here is a structure of composition C25H48N3O4PdS2Si2 from the OMol25 dataset. Energies are from ωB97M-V/def2-TZVPD.

CARTESIAN COORDINATES (ANGSTROEM)
Pd 0.48 -0.34 -0.87
C -1.90 1.51 -6.63
C -1.11 1.80 -5.39
C -1.31 2.99 -4.69
C -0.60 3.27 -3.53
C 0.31 2.33 -3.06
C 0.54 1.15 -3.75
C -0.17 0.90 -4.91
S 1.17 2.62 -1.55
O 1.37 4.02 -1.36
O 2.24 1.68 -1.44
N 0.03 2.04 -0.40
C -0.91 2.85 -0.16
C -3.10 0.91 -2.41
O -3.77 1.83 -2.60
O -2.42 -0.01 -2.20
H -1.96 2.39 -7.27
H -2.92 1.22 -6.38
H -1.45 0.71 -7.21
H -2.02 3.72 -5.06
H -0.73 4.22 -3.03
H 1.29 0.46 -3.38
H 0.02 -0.01 -5.46
H -0.98 3.84 -0.63
H -1.69 2.57 0.54
C 2.73 -3.43 0.76
Si 2.93 -1.60 1.06
C 4.19 -0.79 -0.07
C 3.60 -1.37 2.80
C 1.28 -0.68 0.96
Si -0.20 -1.23 2.01
C -1.29 0.24 2.38
C -1.24 -2.55 1.18
C 0.36 -1.95 3.65
H 3.71 -3.92 0.77
H 2.24 -3.67 -0.18
H 2.14 -3.88 1.56
H 4.98 -1.49 -0.35
H 4.67 0.02 0.48
H 3.78 -0.35 -0.97
H 4.64 -1.71 2.80
H 3.07 -1.93 3.56
H 3.61 -0.31 3.09
H 1.51 0.37 1.20
H -1.66 0.70 1.46
H -0.77 1.01 2.95
H -2.16 -0.07 2.96
H -1.70 -2.22 0.25
H -2.04 -2.83 1.87
H -0.65 -3.45 0.98
H 1.00 -1.27 4.22
H 0.89 -2.89 3.53
H -0.53 -2.15 4.26
C -0.79 -5.79 -4.15
C -0.83 -5.59 -5.67
C -1.16 -4.18 -6.14
C -0.15 -3.11 -5.73
N -0.33 -2.73 -4.33
C 0.62 -2.37 -3.47
S 0.16 -2.44 -1.80
N 1.82 -2.05 -3.95
C 3.05 -1.95 -3.17
C 3.84 -3.26 -3.11
C 4.61 -3.63 -4.38
C 3.75 -3.95 -5.60
H -0.69 -6.85 -3.91
H -1.70 -5.43 -3.68
H 0.06 -5.27 -3.69
H -1.57 -6.27 -6.10
H 0.13 -5.89 -6.10
H -2.16 -3.88 -5.79
H -1.21 -4.17 -7.23
H -0.26 -2.23 -6.37
H 0.86 -3.50 -5.86
H -1.23 -2.89 -3.91
H 1.93 -2.09 -4.95
H 2.77 -1.64 -2.17
H 3.66 -1.15 -3.60
H 3.15 -4.07 -2.84
H 4.55 -3.17 -2.29
H 5.23 -4.49 -4.15
H 5.30 -2.81 -4.62
H 2.93 -4.62 -5.34
H 4.34 -4.44 -6.37
H 3.32 -3.05 -6.06

Results
E_HOMO: -11.374 eV
ΔE to the lowest compared entry with this formula, charge and spin: 65.6 kJ/mol
Frontier orbital gap: 7.87 eV
Charge: +1
Spin multiplicity: 1

What did the first record say?
Here is a cluster of 2 separate species, C7H18 in total in a non-equilibrium geometry from the OMol25 dataset. Energies are from ωB97M-V/def2-TZVPD.

CARTESIAN COORDINATES (ANGSTROEM)
C -0.15 1.48 -1.09
C 1.16 0.78 -0.77
C 1.70 0.10 -2.06
C 2.27 1.70 -0.27
H -0.06 2.06 -2.00
H -0.50 2.06 -0.23
H -0.95 0.74 -1.20
H 1.05 0.06 0.05
H 2.47 -0.63 -1.81
H 0.90 -0.45 -2.57
H 2.05 0.86 -2.75
H 3.14 1.20 0.15
H 2.58 2.43 -1.03
H 1.86 2.33 0.53
C -0.96 -2.42 1.03
C -1.87 -1.21 0.89
C -2.11 -0.40 2.18
H -0.30 -2.21 1.90
H -0.32 -2.55 0.16
H -1.48 -3.36 1.21
H -1.51 -0.48 0.18
H -2.79 -1.64 0.45
H -2.46 -1.11 2.92
H -1.15 0.05 2.45
H -2.71 0.49 2.01

Results
E_HOMO: -11.036 eV
SMILES string: CC(C)C.CCC
ΔE to the lowest compared entry with this formula, charge and spin: 43.6 kJ/mol
Frontier orbital gap: 12.06 eV
Charge: 0
Spin multiplicity: 1

Please write out number 1 again, unchanged.
Here is a cluster of 2 separate species, C7H18 in total in a non-equilibrium geometry from the OMol25 dataset. Energies are from ωB97M-V/def2-TZVPD.

CARTESIAN COORDINATES (ANGSTROEM)
C -0.15 1.48 -1.09
C 1.16 0.78 -0.77
C 1.70 0.10 -2.06
C 2.27 1.70 -0.27
H -0.06 2.06 -2.00
H -0.50 2.06 -0.23
H -0.95 0.74 -1.20
H 1.05 0.06 0.05
H 2.47 -0.63 -1.81
H 0.90 -0.45 -2.57
H 2.05 0.86 -2.75
H 3.14 1.20 0.15
H 2.58 2.43 -1.03
H 1.86 2.33 0.53
C -0.96 -2.42 1.03
C -1.87 -1.21 0.89
C -2.11 -0.40 2.18
H -0.30 -2.21 1.90
H -0.32 -2.55 0.16
H -1.48 -3.36 1.21
H -1.51 -0.48 0.18
H -2.79 -1.64 0.45
H -2.46 -1.11 2.92
H -1.15 0.05 2.45
H -2.71 0.49 2.01

Results
E_HOMO: -11.036 eV
SMILES string: CC(C)C.CCC
ΔE to the lowest compared entry with this formula, charge and spin: 43.6 kJ/mol
Frontier orbital gap: 12.06 eV
Charge: 0
Spin multiplicity: 1

Look up the spin multiplicity of the first one. 1